1.
{"formula": "C11H32N2O4", "method": "ωB97M-V/def2-TZVPD", "species": ["C", "O", "C", "C", "C", "N", "H", "H", "H", "H", "H", "H", "H", "H", "H", "H", "H", "C", "O", "C", "C", "C", "N", "H", "H", "H", "H", "H", "H", "H", "H", "H", "H", "H", "C", "C", "O", "H", "H", "H", "H", "H", "H", "C", "O", "H", "H", "H", "H"], "xyz": [[-2.8716, -0.4407, 2.8690], [-1.8747, 0.5123, 2.9126], [-2.3308, 1.8060, 2.5951], [-1.1832, 2.7818, 2.6285], [-1.7376, 4.2171, 2.6973], [-0.2944, 2.6834, 1.4632], [-2.4400, -1.4381, 2.8368], [-3.5228, -0.3871, 1.9748], [-3.5617, -0.3535, 3.7230], [-2.7459, 1.7902, 1.5764], [-3.1208, 2.1286, 3.2857], [-0.5857, 2.6517, 3.5437], [-2.3789, 4.3967, 1.8287], [-0.9303, 4.9438, 2.6885], [-2.3553, 4.3100, 3.5913], [-0.0034, 1.7426, 1.1951], [0.5679, 3.1572, 1.7089], [4.0312, -4.0884, -0.4372], [3.2372, -3.2086, 0.3069], [3.0348, -1.9822, -0.3780], [2.1046, -1.0964, 0.4075], [0.8052, -1.8283, 0.6646], [1.8738, 0.1580, -0.3306], [4.1635, -5.0347, 0.0967], [5.0635, -3.6993, -0.5278], [3.6715, -4.3395, -1.4419], [4.0015, -1.4928, -0.5813], [2.6091, -2.1985, -1.3730], [2.6259, -0.9236, 1.3549], [0.9337, -2.5853, 1.4419], [0.4188, -2.3093, -0.2346], [0.0701, -1.1563, 1.1094], [2.7353, 0.6672, -0.4802], [1.4612, -0.0840, -1.2349], [0.6006, -1.9292, -4.5146], [0.1677, -0.5677, -4.0239], [0.0648, -0.5973, -2.6060], [-0.1939, -2.6504, -4.3564], [1.4793, -2.2143, -3.9331], [0.9286, -1.8401, -5.5504], [-0.7478, -0.2223, -4.5188], [0.9178, 0.1981, -4.2751], [-0.6615, -0.0573, -2.2417], [-2.5761, 2.0275, -1.0500], [-1.7923, 0.8099, -0.9774], [-3.5935, 1.8290, -0.7102], [-2.0809, 2.8400, -0.5207], [-2.5841, 2.3015, -2.1060], [-1.4004, 0.7730, -0.0968]], "nbo_charge": [-0.248, -0.539, -0.069, -0.069, -0.603, -0.862, 0.196, 0.161, 0.162, 0.164, 0.171, 0.175, 0.204, 0.212, 0.205, 0.378, 0.362, -0.249, -0.542, -0.064, -0.076, -0.620, -0.866, 0.190, 0.159, 0.166, 0.158, 0.158, 0.186, 0.222, 0.216, 0.207, 0.354, 0.392, -0.623, -0.054, -0.779, 0.211, 0.208, 0.208, 0.161, 0.151, 0.515, -0.264, -0.757, 0.168, 0.202, 0.181, 0.482], "smiles": "COC[C@H](C)N.COC[C@H](C)N.CCO.CO", "homo_lumo_gap_ev": 9.978, "charge": 0, "e_above_lowest_kcal_mol": 0.0, "e_homo_ev": -9.033}



2.
{"formula": "C11H32N2O5P2Ti", "method": "ωB97M-V/def2-TZVPD", "species": ["O", "H", "Ti", "N", "N", "O", "O", "C", "C", "C", "C", "H", "H", "H", "H", "H", "H", "H", "H", "O", "H", "H", "C", "H", "H", "H", "O", "H", "H", "C", "P", "C", "C", "C", "P", "C", "C", "H", "H", "H", "H", "H", "H", "H", "H", "H", "H", "H", "H", "H", "H", "H", "H"], "xyz": [[1.7078, 1.8089, -1.9069], [1.8056, 2.6347, -2.4199], [0.0548, -0.2929, -0.2256], [-1.8124, -0.6579, -1.1440], [0.5477, -0.7710, -2.2485], [-3.1693, -0.4702, -0.8196], [1.6718, -0.3505, -2.8943], [-1.7617, -1.0695, -2.4267], [-0.4864, -1.1880, -3.0281], [-3.0849, -1.2492, -3.0650], [-0.2416, -1.5505, -4.4450], [-3.6376, -0.3011, -3.1324], [-3.7049, -1.9510, -2.4952], [-2.9749, -1.6436, -4.0843], [0.7484, -1.9966, -4.5783], [-0.3362, -0.6868, -5.1185], [-0.9886, -2.2817, -4.7598], [-3.1854, -0.0767, 0.0818], [1.7124, 0.7519, -2.5433], [0.2651, -2.5399, 0.2460], [-0.2355, -2.9782, 0.9548], [0.3531, -3.2101, -0.4479], [0.1658, 1.6062, -0.5607], [1.0504, 1.3066, 0.0858], [-0.4000, 1.1684, -1.4240], [-0.2595, 2.5406, -0.2431], [-2.0536, 4.2034, 0.3589], [-2.9007, 4.1738, -0.0953], [-1.8810, 5.1719, 0.4925], [3.0375, 1.2112, 1.4283], [2.2068, -0.3745, 1.1235], [3.5047, -1.4335, 0.4713], [1.8127, -1.0226, 2.7865], [0.4265, -0.6348, 3.3268], [-0.7007, 0.1478, 2.1008], [-2.3565, -0.4386, 2.5315], [-0.6906, 1.9065, 2.5929], [4.0573, 0.9866, 1.7617], [2.5316, 1.8064, 2.1963], [3.0913, 1.7980, 0.5032], [4.4615, -1.1641, 0.9365], [3.2765, -2.4844, 0.6836], [3.5777, -1.2937, -0.6145], [1.9232, -2.1150, 2.7297], [2.6083, -0.6623, 3.4521], [-0.0947, -1.5243, 3.7092], [0.5196, 0.0694, 4.1664], [-2.3408, -0.8189, 3.5612], [-3.0752, 0.3903, 2.4641], [-2.6821, -1.2501, 1.8659], [-0.9914, 1.9647, 3.6504], [0.3144, 2.3423, 2.4872], [-1.3864, 2.4925, 1.9723]], "lowdin_spin": [-0.058, -0.001, 1.088, 0.190, 0.306, 0.035, 0.095, 0.189, 0.084, 0.032, 0.009, 0.007, 0.009, 0.000, 0.000, 0.003, 0.002, 0.001, 0.007, 0.017, 0.003, 0.001, -0.163, -0.002, -0.002, -0.008, 0.000, 0.000, 0.000, 0.000, 0.045, 0.017, 0.002, 0.007, 0.055, 0.014, 0.006, 0.000, 0.000, 0.000, 0.002, 0.000, 0.001, 0.001, 0.000, 0.001, 0.000, 0.001, 0.000, 0.001, 0.000, 0.000, 0.000], "multiplicity": 3, "homo_lumo_gap_ev": [4.769, 5.341], "s2": 2.1423, "charge": 0, "e_homo_ev": [-4.822, -5.434]}



3.
{"formula": "C11H33BNO7P2S", "method": "ωB97M-V/def2-TZVPD", "species": ["C", "C", "O", "B", "O", "S", "P", "N", "P", "C", "O", "H", "H", "H", "H", "H", "H", "H", "H", "H", "H", "H", "H", "H", "C", "O", "C", "C", "O", "C", "H", "H", "H", "H", "H", "H", "H", "H", "H", "H", "C", "O", "C", "C", "O", "C", "H", "H", "H", "H", "H", "H", "H", "H", "H", "H"], "xyz": [[-7.7337, 5.2024, 0.5146], [-6.6942, 4.1939, 0.1114], [-7.3280, 2.8921, -0.0402], [-6.6491, 1.7829, 0.2620], [-6.8319, 0.9995, 1.3324], [-5.3344, 1.1384, -0.9696], [-5.6169, -1.0308, -0.9647], [-6.7017, -1.4862, -1.9500], [-3.2547, 1.3934, -0.2151], [-3.5883, 2.0016, 1.4556], [-2.7782, 2.7228, -0.9958], [-8.1853, 4.8886, 1.4476], [-7.2397, 6.1454, 0.7120], [-8.4951, 5.3195, -0.2411], [-6.2137, 4.4637, -0.8228], [-5.9418, 4.1414, 0.8931], [-7.6283, 1.2455, 1.8108], [-4.3006, -1.4418, -1.2121], [-5.8295, -1.3471, 0.3824], [-7.1658, -0.7748, -2.4954], [-2.6175, 2.1205, 1.9228], [-4.1925, 1.2827, 1.9933], [-4.0710, 2.9722, 1.4626], [-3.4680, 3.1905, -1.4716], [3.0748, -0.7817, -1.5130], [2.4007, -1.9165, -2.0372], [1.9073, -2.7948, -1.0455], [0.4261, -2.6101, -0.8139], [0.1148, -1.3234, -0.2929], [-0.3016, -0.4036, -1.2751], [3.1694, -0.0573, -2.3201], [2.5198, -0.3259, -0.6895], [4.0732, -1.0521, -1.1583], [2.4564, -2.6662, -0.1076], [2.0743, -3.8173, -1.3969], [0.0846, -3.3478, -0.0825], [-0.1183, -2.7806, -1.7484], [-1.3395, -0.6028, -1.5709], [0.3320, -0.4299, -2.1637], [-0.2430, 0.5935, -0.8355], [7.9861, -2.1590, 2.8039], [8.4411, -2.5397, 1.5191], [7.4427, -3.1234, 0.7048], [6.8638, -2.1388, -0.2845], [6.1717, -1.0760, 0.3525], [6.9391, 0.1101, 0.4656], [8.7371, -1.4987, 3.2328], [7.0328, -1.6279, 2.7540], [7.8763, -3.0349, 3.4523], [6.6445, -3.5493, 1.3215], [7.9109, -3.9406, 0.1480], [6.1432, -2.6641, -0.9202], [7.6557, -1.7456, -0.9287], [6.9862, 0.6349, -0.4945], [7.9535, -0.0985, 0.8094], [6.4441, 0.7513, 1.1928]], "nbo_charge": [-0.622, -0.053, -0.735, 1.060, -0.871, -0.229, 1.267, -1.224, 1.186, -1.023, -0.975, 0.220, 0.233, 0.232, 0.184, 0.169, 0.528, -0.031, -0.023, 0.409, 0.280, 0.263, 0.237, 0.515, -0.262, -0.552, -0.091, -0.089, -0.554, -0.247, 0.188, 0.170, 0.192, 0.180, 0.190, 0.188, 0.171, 0.146, 0.196, 0.178, -0.254, -0.549, -0.088, -0.089, -0.560, -0.255, 0.193, 0.175, 0.169, 0.171, 0.189, 0.182, 0.178, 0.168, 0.186, 0.189], "homo_lumo_gap_ev": 6.223, "charge": 1, "e_homo_ev": -10.508}



4.
{"formula": "C11H33F12N7O21S4Y", "method": "ωB97M-V/def2-TZVPD", "species": ["Y", "C", "F", "F", "F", "S", "O", "O", "O", "C", "F", "F", "F", "S", "O", "O", "O", "C", "F", "F", "F", "S", "O", "O", "O", "C", "F", "F", "F", "S", "O", "O", "O", "C", "C", "C", "O", "C", "N", "H", "H", "H", "H", "H", "H", "H", "H", "H", "H", "H", "O", "H", "H", "O", "H", "H", "O", "H", "H", "O", "H", "H", "O", "H", "H", "C", "O", "N", "N", "H", "H", "H", "H", "C", "O", "N", "N", "H", "H", "H", "H", "C", "O", "N", "N", "H", "H", "H", "H"], "xyz": [[33.4234, 30.6030, -8.2723], [32.7268, 35.3345, -7.6324], [31.5957, 34.7195, -7.6666], [32.6904, 36.6584, -7.9733], [33.2014, 35.2843, -6.3849], [34.0246, 34.4170, -8.8251], [34.0072, 32.9948, -8.4579], [33.4743, 34.5852, -10.1839], [35.3047, 35.0619, -8.6466], [32.6426, 28.2826, -12.7715], [32.7736, 27.1863, -13.5427], [32.9878, 29.3390, -13.4627], [31.3849, 28.3171, -12.3711], [33.5913, 28.0349, -11.0207], [33.2681, 29.1024, -10.0299], [32.9124, 26.7408, -10.6255], [35.0514, 27.8806, -11.1736], [36.6908, 27.4312, -6.0829], [36.5531, 26.1386, -5.6435], [36.1868, 28.3064, -5.2247], [37.9453, 27.6709, -6.3887], [35.6097, 27.5707, -7.7553], [36.5523, 27.5279, -8.9157], [34.6640, 26.4789, -7.7930], [34.9238, 28.8589, -7.7010], [36.2516, 31.7577, -12.0573], [35.9710, 33.0827, -11.8930], [35.2575, 31.0855, -12.6128], [37.3396, 31.6202, -12.7579], [36.5142, 30.9513, -10.2305], [35.1918, 30.9053, -9.6366], [36.9817, 29.5308, -10.4612], [37.3584, 31.8653, -9.5003], [34.8969, 34.4578, -2.4020], [33.4648, 34.2738, -2.7668], [32.7262, 35.6138, -3.0319], [32.8511, 36.4785, -1.8675], [32.2512, 37.7121, -2.0911], [33.3909, 33.3892, -3.8910], [35.2707, 35.1676, -3.1399], [35.5292, 33.5706, -2.3663], [34.9473, 34.9292, -1.4206], [32.8855, 33.7773, -1.9884], [31.6577, 35.5360, -3.2326], [33.1352, 36.1259, -3.9028], [32.3210, 38.2773, -1.1617], [31.2025, 37.7616, -2.3840], [32.7883, 38.2805, -2.8504], [32.4179, 33.3266, -4.1545], [33.7221, 33.8312, -4.7366], [31.9767, 28.7993, -7.7436], [31.3929, 28.6864, -6.9935], [31.9298, 27.9658, -8.2119], [33.1067, 30.0320, -5.7053], [32.3753, 29.6283, -5.2381], [33.8340, 30.0026, -5.0838], [31.7087, 31.8701, -7.4419], [30.9230, 31.6980, -7.9608], [31.3985, 32.3938, -6.7031], [31.5095, 26.1002, -7.7918], [30.6904, 25.6053, -7.8123], [32.1704, 25.4835, -8.1068], [29.7792, 30.7043, -8.8369], [29.1631, 30.0914, -8.4357], [29.2780, 31.1259, -9.5350], [36.3122, 31.7888, -6.2861], [35.3365, 31.3747, -6.9750], [37.4022, 32.3234, -6.7939], [36.5806, 31.5911, -5.0666], [38.2391, 32.6699, -6.3470], [37.2903, 32.3297, -7.7977], [35.8286, 31.2842, -4.4662], [37.2559, 32.1752, -4.5945], [31.8032, 31.9649, -11.3135], [32.0659, 31.6326, -10.1432], [32.2601, 32.9898, -12.0435], [31.1821, 31.1930, -12.2270], [32.7254, 33.6847, -11.4772], [32.1408, 32.8711, -13.0394], [30.5801, 30.4483, -11.9057], [31.1032, 31.3278, -13.2248], [29.8590, 29.1051, -4.5938], [31.0020, 28.7434, -4.7441], [28.8441, 28.6208, -5.2582], [29.4224, 30.0710, -3.7950], [28.9740, 27.7752, -5.7950], [28.0514, 29.2461, -5.2841], [30.0801, 30.5739, -3.2165], [28.4444, 30.3225, -3.8102]], "mulliken_charge": [1.352, 0.430, -0.185, -0.239, -0.278, 1.300, -0.290, -0.941, -0.673, 0.448, -0.226, -0.164, -0.230, 1.233, -0.521, -0.706, -0.569, 0.530, -0.232, -0.159, -0.211, 1.228, -0.619, -0.647, -0.457, 0.568, -0.228, -0.148, -0.225, 0.974, 0.283, -0.622, -0.890, -1.629, 0.509, -0.562, -0.351, -0.810, -0.287, 0.332, 0.358, 0.386, 0.319, 0.467, 0.273, 0.268, 0.300, 0.341, 0.152, 0.006, 0.173, -0.065, -0.028, -0.316, 0.239, 0.045, -0.278, 0.059, 0.160, -0.471, 0.208, 0.249, -0.484, 0.164, 0.213, -0.262, 0.069, -0.262, -0.207, 0.162, 0.300, 0.184, 0.223, 0.186, -0.493, -0.288, -0.365, 0.486, 0.133, 0.202, 0.127, 0.777, -0.710, -0.396, -0.427, 0.244, 0.145, 0.228, 0.118], "homo_lumo_gap_ev": 6.100, "charge": -1, "e_homo_ev": -5.290}